A cluster of 2 separate species, C3H13NSi2 in total, computed with wB97M-V/def2-TZVPD.

Structure (SMILES) ... CN(C)[SiH3].C=[SiH2]
HOMO-LUMO gap ... 8.39 eV
Energy above the lowest of the compared OMol25 structures with the same formula, charge and spin ... 116.22 kcal/mol

Cartesian coordinates (Å):
C (3.1657, -0.0166, 0.4276)
C (0.9942, -0.8843, 0.6472)
C (-3.0696, -0.1843, -0.8114)
N (1.7937, 0.1328, 0.0650)
Si (-4.2034, -0.3047, 0.5721)
Si (1.1384, 1.4324, -0.9126)
H (3.7870, 0.6336, -0.0776)
H (3.4044, 0.0387, 1.4336)
H (3.5435, -0.9678, 0.1487)
H (-0.0112, -0.8857, 0.1090)
H (1.4087, -1.9770, 0.3898)
H (0.9474, -0.7959, 1.6896)
H (-2.4361, -1.0954, -1.1083)
H (-3.5598, 0.5002, -1.5374)
H (-5.3713, 0.5153, 0.9202)
H (-0.0723, 0.7896, -1.5114)
H (-4.4311, -1.4886, 1.5575)
H (2.0393, 1.7633, -1.8785)
H (0.9324, 2.7946, -0.1231)